67
Properties=species:S:1:pos:R:3:forces:R:3:mulliken_charge:R:1 method="wB97M-V/def2-TZVPD" e_homo_ev=-7.8670 relative_energy_kcal_mol=1.0 smiles="CCOC(=O)C1CCN(C(=O)[C@@H]2CCCN(c3ncnc4c3nc3n4CCCCC3)C2)CC1" lumo_ha=0.020
C 3.167449 -3.981422 -4.291384 -0.23 0.19 0.28 -1.146
C 2.143281 -2.969992 -3.798666 -0.06 -0.21 -0.49 -0.263
H 1.143112 -3.243336 -4.150452 0.14 0.13 0.04 0.352
H 2.393224 -1.960562 -4.132389 -0.07 -0.10 0.05 0.299
O 2.127189 -2.894798 -2.371751 0.19 0.22 0.11 -0.203
C 1.398247 -3.809785 -1.721146 0.00 -0.10 0.35 0.085
O 0.752749 -4.662136 -2.271378 -0.05 -0.09 -0.15 -0.591
C 1.522973 -3.640750 -0.213906 0.04 -0.06 0.12 0.405
C 1.378620 -2.172412 0.198736 -0.10 0.04 -0.22 -1.299
H 2.062631 -1.549522 -0.376808 0.03 0.03 0.06 0.373
H 1.626415 -2.074136 1.257551 0.01 0.04 0.03 0.500
C -0.064369 -1.709675 -0.022866 0.38 0.30 0.21 0.833
N -0.962530 -2.534735 0.751291 -0.02 -0.31 -0.33 0.101
C -1.635658 -2.201775 1.876781 0.12 0.45 0.00 0.182
O -2.282640 -3.025171 2.499713 -0.26 -0.16 0.31 -0.724
C -1.597333 -0.736236 2.299541 -0.14 -0.16 0.12 1.375
H -0.583199 -0.345945 2.191375 -0.02 0.03 -0.11 0.212
C -2.037502 -0.566708 3.766905 -0.07 -0.14 0.04 -1.154
C -3.506668 -0.164038 3.869813 0.15 0.04 -0.05 -0.717
H -4.115857 -0.941035 3.407343 -0.05 -0.03 0.05 0.403
C -3.734684 1.192236 3.189044 -0.37 0.04 0.40 -0.742
N -2.863549 1.319759 2.038506 0.03 0.03 -0.07 0.152
C -2.066557 2.392133 1.892165 0.06 0.37 -0.15 0.337
N -2.331171 3.481992 2.630303 -0.30 -0.40 0.07 -0.659
C -1.613621 4.577618 2.469401 0.17 0.30 0.01 -0.629
N -0.606079 4.785983 1.643425 0.45 0.24 -0.33 -0.690
C -0.320270 3.702197 0.919796 -0.85 -0.37 0.66 0.419
N 0.677958 3.548317 0.003520 -0.21 -0.20 0.16 0.204
C 0.587992 2.261851 -0.447513 -0.06 -0.36 0.08 0.221
N -0.384704 1.592436 0.110392 0.16 -0.27 -0.29 -0.239
C -0.989443 2.469832 0.982098 0.46 0.83 0.00 0.532
C 1.508005 1.714219 -1.475806 -0.07 0.07 -0.20 -0.305
H 1.238653 0.668634 -1.628898 0.03 0.02 0.11 -0.104
C 1.413948 2.473781 -2.804877 0.30 0.00 0.01 -0.783
C 2.131554 3.823396 -2.798183 -0.32 0.05 -0.08 -0.685
C 1.488262 4.880226 -1.900331 0.26 -0.10 0.09 -0.709
C 1.603269 4.567218 -0.408301 0.20 0.47 -0.27 -0.948
H 1.359061 5.450773 0.186528 0.10 -0.13 -0.02 0.489
H 2.626125 4.251601 -0.170241 -0.08 0.09 0.04 0.337
H 1.981038 5.837094 -2.082305 -0.04 0.04 0.01 0.402
H 0.433251 4.993687 -2.158830 -0.03 0.09 0.01 0.350
H 2.144689 4.207265 -3.821007 0.08 0.00 0.01 0.351
H 3.170589 3.676555 -2.491199 0.08 0.01 -0.04 0.284
H 0.362273 2.616611 -3.062044 -0.04 -0.05 -0.07 0.375
H 1.863448 1.853436 -3.583451 -0.06 -0.01 -0.02 0.355
H 2.537452 1.754196 -1.106751 0.06 -0.08 -0.02 0.436
H -1.890969 5.413078 3.099205 -0.02 0.08 0.05 0.418
C -2.547443 0.073271 1.393070 0.31 -0.25 -0.23 -1.616
H -2.093703 0.272340 0.423984 -0.16 -0.15 0.06 0.738
H -3.479138 -0.477658 1.242232 0.04 0.00 -0.03 0.292
H -3.503669 2.019808 3.862361 -0.12 -0.17 -0.06 0.473
H -4.778596 1.290507 2.868887 0.04 0.06 0.09 0.167
H -3.800167 -0.093943 4.917447 -0.08 -0.01 -0.02 0.401
H -1.424417 0.200392 4.244981 0.04 0.01 0.00 0.360
H -1.885847 -1.509326 4.293984 0.06 0.09 0.01 0.522
C -0.918355 -3.925793 0.341702 -0.13 -0.45 0.19 -0.997
C 0.488493 -4.497529 0.520660 -0.06 0.05 -0.28 -1.120
H 0.509841 -5.515873 0.132705 0.02 -0.02 0.07 0.451
H 0.734242 -4.521137 1.583528 0.01 -0.01 0.03 0.451
H -1.632825 -4.476178 0.955081 0.08 0.06 -0.17 0.482
H -1.214403 -3.998313 -0.709014 -0.02 0.00 0.05 0.423
H -0.164606 -0.652702 0.218191 -0.08 -0.14 -0.07 -0.767
H -0.323635 -1.835987 -1.081636 -0.03 0.11 -0.01 0.064
H 2.532629 -3.987368 0.038612 -0.04 0.03 -0.06 0.498
H 2.891287 -4.979328 -3.960464 0.00 -0.08 -0.02 0.308
H 3.200058 -3.967678 -5.376794 0.03 -0.02 -0.14 0.388
H 4.153601 -3.739459 -3.902465 0.11 0.02 -0.01 0.289


15
Properties=species:S:1:pos:R:3:forces:R:3:mulliken_charge:R:1 method="wB97M-V/def2-TZVPD" e_homo_ev=-7.6790 relative_energy_kcal_mol=68.1 smiles=Cn1ccc(N)c1 lumo_ha=0.031
C -1.866172 -1.087411 0.675916 -0.19 -0.18 -0.07 -0.857
N -0.797846 -0.307484 0.100220 -0.06 -0.05 -0.46 0.193
C -0.852136 0.992575 -0.203973 -0.71 -0.48 -0.13 -0.286
C 0.407042 1.563074 -0.436874 0.13 -0.45 0.19 -0.640
C 1.288996 0.383133 -0.357738 -0.19 0.01 0.31 0.667
N 2.672125 0.408607 -0.589715 -0.17 0.11 -0.03 -0.564
C 0.535225 -0.707010 -0.032486 0.04 -0.14 0.02 -0.834
H -2.810571 -0.572144 0.492642 0.09 -0.09 0.01 0.296
H -1.902557 -2.067927 0.203034 -0.08 -0.04 0.04 0.314
H -1.745755 -1.216814 1.759017 0.09 0.05 -0.21 0.306
H -1.768583 1.568015 -0.194466 -0.14 -0.25 0.36 0.405
H 0.053587 1.945623 0.592911 1.37 1.40 -0.23 0.111
H 2.947304 1.244714 -1.085415 -0.07 -0.01 0.08 0.276
H 3.046390 -0.405943 -1.062742 -0.18 0.10 0.20 0.251
H 0.792952 -1.741009 0.139670 0.06 0.02 -0.09 0.363


72
Properties=species:S:1:pos:R:3:forces:R:3:mulliken_charge:R:1 method="wB97M-V/def2-TZVPD" e_homo_ev=-10.1273 charge=+1 lumo_ha=-0.314
Cd 9.818380 -29.371720 4.941900 0.10 -0.63 0.44 0.909
C 10.141600 -34.599920 4.913320 0.11 1.71 1.22 -0.374
O 10.379060 -33.214930 4.937570 -0.15 -1.89 -0.28 -0.307
H 10.932620 -35.127540 4.380420 0.50 0.18 -0.64 0.171
H 10.067070 -35.070260 5.893790 -0.03 0.34 0.30 0.252
H 9.249860 -34.904200 4.365320 -0.44 0.31 -0.62 0.282
C 6.866670 -30.181590 8.980480 3.31 6.68 -3.24 0.646
O 7.602380 -29.774410 8.087050 0.99 -0.03 -1.98 -0.706
N 6.600840 -31.351250 9.219420 -1.83 -8.28 1.55 -0.298
N 6.364760 -29.319040 9.802060 -2.57 3.29 3.72 -0.393
H 6.083830 -31.480580 10.077370 0.12 -1.26 -0.49 0.176
H 6.990740 -32.059550 8.614130 -0.28 -0.17 0.61 0.230
H 6.335080 -28.321110 9.649220 0.43 -0.44 -0.32 0.211
H 5.777380 -29.630120 10.562530 0.01 0.26 -0.13 0.139
C 15.206160 -34.087520 1.768890 6.08 4.45 -0.99 0.690
O 16.341540 -33.662920 1.646510 2.16 -0.31 -0.52 -0.693
N 14.261490 -33.256520 1.533620 -4.89 2.40 -0.87 -0.379
N 14.897220 -35.201600 2.235950 -2.74 -5.98 2.27 -0.299
H 14.502260 -32.341650 1.179880 -0.36 -0.36 0.14 0.217
H 13.329740 -33.620130 1.674100 -0.25 1.11 -0.54 0.124
H 15.572570 -35.918850 2.458560 -0.39 0.27 0.06 0.227
H 13.911440 -35.200570 2.455830 0.38 -1.57 0.44 0.113
C 14.507820 -28.835820 6.315880 -0.52 -0.13 -0.06 0.646
O 13.325990 -28.699210 6.384250 -3.95 0.93 -0.20 -0.665
N 15.082280 -29.976930 6.465750 1.26 -5.71 1.32 -0.397
N 15.401150 -27.959120 6.035380 2.33 4.31 -0.96 -0.364
H 14.465050 -30.713170 6.777340 0.45 -0.07 0.09 0.218
H 16.063280 -30.041400 6.697210 -0.35 -0.37 -0.09 0.189
H 16.357220 -28.255770 6.169580 -0.12 1.05 -0.48 0.166
H 15.099930 -27.030960 5.774760 0.61 -0.08 0.23 0.216
C 8.501440 -33.885290 -1.666780 -3.64 3.16 2.48 0.600
O 7.577350 -33.089780 -1.740660 -1.03 -0.50 -0.84 -0.646
N 9.608450 -33.775490 -2.259510 5.46 1.37 -5.49 -0.368
N 8.684780 -34.732770 -0.687040 -0.70 -4.12 3.46 -0.462
H 9.589650 -33.287820 -3.143780 0.52 0.13 0.26 0.218
H 10.467840 -34.171390 -1.906240 -0.32 0.12 -0.47 0.196
H 7.868320 -35.102630 -0.221530 0.01 0.19 0.03 0.233
H 9.328710 -35.453870 -0.979390 -0.28 -0.39 0.60 0.230
C 13.199540 -38.185020 9.139450 2.86 0.53 1.19 -1.057
C 14.727160 -37.660270 9.258410 -1.29 0.06 0.09 -0.566
C 15.254190 -37.287100 7.891090 1.03 -0.75 -0.53 -0.355
C 16.758580 -37.036680 7.826010 -2.15 -0.18 0.09 0.145
N 17.885520 -36.829320 7.828660 0.18 0.01 -0.04 -0.362
H 12.649780 -37.262770 8.951510 -0.70 -0.67 -0.14 0.295
H 13.036960 -38.637750 10.117560 -0.69 0.49 0.12 0.307
H 13.091560 -39.036150 8.467130 -0.05 0.53 -0.56 0.356
H 15.346570 -38.369040 9.808000 0.05 -0.03 -0.29 0.417
H 14.746140 -36.709900 9.791830 -0.26 -0.26 0.66 0.291
H 14.677920 -36.440230 7.518520 0.39 0.23 -0.07 0.271
H 14.961590 -38.127920 7.262200 0.62 0.03 -0.52 0.258
C 10.811830 -41.789500 3.933350 0.41 1.10 -0.91 -1.195
C 10.079440 -42.801590 2.952430 -0.38 0.60 2.13 -0.386
C 10.831780 -43.701990 1.998630 -0.77 -1.17 2.59 -0.339
C 11.348350 -43.079910 0.901070 2.43 2.70 -4.21 0.243
N 11.775010 -42.557690 -0.040500 -0.48 -0.48 0.97 -0.433
H 11.140930 -40.832920 3.527440 0.36 -0.21 -1.36 0.343
H 11.719350 -42.107340 4.446670 -0.18 -0.81 -0.12 0.320
H 10.231280 -41.258470 4.687720 -1.00 -1.20 0.35 0.367
H 9.257600 -42.354660 2.393040 0.04 0.38 0.29 0.327
H 9.646270 -43.527280 3.640790 -0.46 0.09 0.03 0.234
H 10.105920 -44.396300 1.575350 0.04 -0.54 0.49 0.234
H 11.623840 -44.193230 2.563810 -0.03 -0.46 -0.22 0.283
N 4.138010 -37.880140 0.641190 0.00 -0.87 0.09 -0.069
C 4.526870 -36.942420 1.564990 -0.16 0.05 -0.06 -0.496
C 4.860650 -37.572240 2.721370 0.61 -2.34 -0.27 -0.325
C 4.751950 -39.019370 2.479800 -0.90 1.01 -1.54 -0.436
C 4.228290 -39.180950 1.161720 1.33 2.29 1.62 -0.406
H 4.062180 -37.743500 -0.356650 -0.28 0.31 0.31 0.249
H 4.518200 -35.870700 1.431720 -0.11 -0.17 -0.55 0.398
H 5.311130 -37.114270 3.589550 -0.33 -0.01 0.03 0.389
H 5.038370 -39.789870 3.180290 -0.27 -0.03 -0.12 0.381
H 3.981240 -39.980110 0.478560 0.14 -0.23 0.49 0.369


19
Properties=species:S:1:pos:R:3:forces:R:3:mulliken_charge:R:1 method="wB97M-V/def2-TZVPD" e_homo_ev="-11.5189 / -11.5186" relative_energy_kcal_mol=117.6 charge=+1 lumo_ha="-0.154 / -0.154"
C 2.303875 0.445895 -0.144090 -2.27 -2.85 0.45 -0.883
C 2.233158 -0.473448 1.031629 0.10 -1.46 -0.27 -0.197
C 1.175657 0.754209 -0.999679 -1.18 -0.88 -0.09 -0.595
C 2.964164 -0.940547 0.082797 -0.68 1.02 0.64 -0.436
C -2.860611 -0.189690 0.125699 -3.39 -1.15 -1.64 -0.180
C -0.167885 0.337551 -0.911467 1.80 1.55 -1.04 0.142
C -0.808838 0.310593 0.683452 0.54 -3.35 -1.17 -0.084
C -0.779432 -0.915060 -0.214083 2.53 1.68 2.09 -0.393
N -2.133165 0.576153 0.879167 -0.20 1.91 1.13 -0.025
N -2.099631 -1.014956 -0.567606 -0.89 -0.31 0.18 0.044
H 2.974585 1.179169 -0.082457 2.43 3.27 0.12 0.694
H 1.722093 -0.724493 1.942219 0.22 0.26 0.27 0.385
H 1.551560 1.428881 -1.757040 -1.02 0.42 -0.37 0.376
H 3.762377 -1.502263 -0.331328 0.06 -0.58 -0.34 0.436
H -3.984783 -0.152947 0.069503 1.46 -0.05 0.15 0.377
H -0.925913 0.766826 -1.583168 0.76 0.13 0.00 0.438
H -0.157404 0.576309 1.479689 0.80 0.28 -0.04 0.391
H -2.453032 1.279246 1.544090 -0.29 -0.29 -0.46 0.259
H -2.316781 -1.741428 -1.247319 -0.81 0.41 0.37 0.250


46
Properties=species:S:1:pos:R:3:forces:R:3:mulliken_charge:R:1 method="wB97M-V/def2-TZVPD" e_homo_ev=-6.1685 relative_energy_kcal_mol=54.3 lumo_ha=-0.103
C 3.419771 -2.521773 5.948661 -0.09 -0.07 -0.20 -0.386
C 2.061539 -2.737976 5.687654 0.18 0.34 -0.14 -0.784
C 1.375626 -1.849316 4.868886 0.11 -0.19 0.26 -0.272
C 2.044812 -0.758106 4.321931 0.44 -0.49 0.06 -0.169
C 1.222148 0.158583 3.524780 0.77 -0.59 -0.64 2.256
C 1.808485 1.490272 3.129641 0.43 1.60 2.02 -2.032
N 1.802783 2.375940 4.324328 0.14 0.93 -0.71 0.557
C 0.615094 2.593768 4.933991 0.49 0.39 0.27 0.038
C 0.507385 3.560321 5.915272 0.02 -0.09 0.16 -0.834
C 1.614876 4.352175 6.232248 0.26 -0.17 -0.09 -0.080
C 2.809860 4.153540 5.520916 -0.20 -0.31 -0.12 -0.783
C 2.879946 3.165717 4.547309 -0.61 0.12 0.51 0.108
O -0.120373 0.075059 3.707641 -1.33 0.66 1.53 -0.769
C 3.413106 -0.563905 4.534630 -0.21 -0.29 0.06 -0.191
C 4.105121 -1.455427 5.357099 -0.18 0.22 -0.01 -0.823
H 3.951831 -3.216885 6.589585 0.00 0.11 -0.04 0.396
H 1.516741 -3.578553 6.108097 0.27 0.07 0.03 0.400
H 0.318353 -1.976638 4.637951 0.32 -0.01 0.16 0.473
H 2.839489 1.406437 2.774178 -0.38 -0.06 -0.04 0.879
H -0.214247 1.988439 4.602247 0.00 -0.17 -0.03 0.554
H -0.462900 3.647991 6.408379 0.43 0.20 -0.10 0.418
H 1.565548 5.116376 7.020016 -0.03 -0.39 -0.48 0.397
H 3.695278 4.749359 5.696397 -0.13 0.07 0.07 0.420
H 3.743400 2.984068 3.909130 -0.18 0.07 0.32 0.457
H 3.919154 0.259920 4.025660 0.05 -0.33 0.37 0.315
H 5.168241 -1.287649 5.547073 -0.37 -0.20 -0.05 0.391
F -0.069678 -2.762993 1.761288 -0.53 1.10 -0.30 -0.218
C -0.170650 -1.606882 1.056196 0.04 0.72 1.34 0.224
F -1.451552 -1.168536 0.912524 1.13 -1.27 -0.01 -0.175
S 0.589396 0.009295 1.901760 -0.83 -2.17 -4.93 0.138
N 0.846615 0.525824 -2.691460 -0.14 -0.67 2.84 -0.649
C -0.325227 0.824601 -1.911465 1.12 -0.20 -0.74 0.165
O -1.452607 0.322314 -1.915341 1.46 0.76 -0.54 -0.631
C 0.111142 1.869829 -0.887617 -1.33 0.49 0.21 0.388
C 1.467339 1.764583 -0.759849 0.92 1.77 0.18 0.503
C 2.206444 2.716367 0.012897 -1.12 -1.10 -0.74 -0.030
C 1.379927 3.578883 0.672828 1.70 -0.02 0.95 -0.489
C 0.049521 3.702595 0.689754 -1.81 -0.68 -0.79 -0.505
C -0.636119 2.832073 -0.229650 0.12 -0.07 0.52 -0.360
C 1.906304 0.714810 -1.739956 -0.89 -1.13 -0.86 0.021
O 2.944814 0.080355 -1.550071 -0.67 0.64 -0.84 -0.648
H 0.381376 -1.730984 0.112840 -0.41 0.38 0.09 0.308
H 3.277029 2.685328 0.061102 0.36 -0.12 0.16 0.593
H 1.200029 2.011105 2.367997 0.47 0.10 0.38 -0.502
H -0.492223 4.388048 1.344203 0.08 0.15 -0.52 0.476
H -1.694553 2.939815 -0.473828 0.13 -0.09 0.43 0.457


21
Properties=species:S:1:pos:R:3:forces:R:3:mulliken_charge:R:1 method="wB97M-V/def2-TZVPD" e_homo_ev=-13.7167 relative_energy_kcal_mol=59.5 smiles=COC(S)([NH2+]CS)OC charge=+1 lumo_ha=-0.112
C -1.895960 -1.257765 -0.364734 1.37 -2.54 -2.32 -0.608
C -0.363072 2.716631 0.626603 -2.10 -2.65 2.68 -0.670
C 1.434948 -0.549176 -1.243249 1.18 -0.65 0.18 -0.511
C -0.322558 0.210608 0.587797 0.61 -0.27 0.50 0.226
N 0.904581 -0.845855 0.138232 1.48 1.74 2.32 -0.129
O -1.379532 0.026821 -0.261473 1.80 1.51 -0.03 -0.245
O 0.316307 1.378325 0.407531 -0.70 1.09 0.16 -0.336
S 3.322189 -0.796874 -1.152744 -1.12 -0.39 -0.79 -0.197
S -0.788751 -0.279118 2.346757 1.42 -0.75 -0.68 -0.082
H -2.068207 -1.432924 -1.505864 -0.11 0.22 2.19 0.241
H -2.768338 -1.333151 0.235805 -0.79 -0.47 0.32 0.335
H -1.101966 -2.065409 -0.057443 -1.96 1.24 -0.41 0.277
H -0.072371 3.096364 1.679990 -0.79 -0.83 -1.71 0.261
H -1.509856 2.580574 0.429257 2.22 0.39 0.64 0.338
H 0.045046 3.330297 -0.084424 0.99 1.40 -1.76 0.316
H 0.995830 -1.246607 -1.906729 -0.19 -1.00 -0.65 0.379
H 1.083600 0.416617 -1.641985 0.69 -0.09 0.89 0.326
H 0.490166 -1.753205 0.281771 0.18 -0.63 -0.52 0.230
H 1.808058 -0.856569 0.823488 -2.72 0.52 -1.64 0.452
H 3.511892 -2.036685 -1.794592 -0.70 1.26 0.66 0.212
H -1.642006 0.697101 2.456007 -0.79 0.88 0.00 0.184


| no. | electronic energy (eV) |
| --- | --- |
| 1 | -40525.8881 |
| 2 | -8292.0437 |
| 3 | -49422.8408 |
| 4 | -11408.7254 |
| 5 | -48455.1027 |
| 6 | -31588.9012 |